(1)
Formula: C35H45BInN9O4Si2Te
Source: the OMol25 dataset
Level of theory: ωB97M-V/def2-TZVPD

Element x y z (Å)
In  -2.143  0.288  -1.475
C  -6.287  0.255  -0.083
C  -4.929  0.500  0.101
N  -4.260  0.063  -0.982
N  -5.151  -0.510  -1.827
C  -6.435  -0.349  -1.317
B  -4.797  -1.248  -3.172
N  -4.079  -0.214  -4.123
C  -4.360  0.049  -5.446
C  -3.313  0.832  -5.898
C  -2.389  0.961  -4.854
N  -2.972  0.346  -3.799
N  -3.765  -2.303  -2.908
C  -3.699  -3.621  -3.325
C  -2.447  -4.104  -3.088
C  -1.778  -3.057  -2.410
N  -2.613  -2.035  -2.271
H  -7.095  0.467  0.623
H  -4.376  1.029  0.930
H  -7.268  -0.735  -1.840
H  -5.795  -1.662  -3.535
H  -5.193  -0.587  -5.876
H  -3.238  0.974  -6.952
H  -1.385  1.408  -4.800
H  -4.577  -4.023  -3.774
H  -2.188  -5.165  -3.280
H  -0.769  -3.002  -2.044
O  1.659  3.955  3.285
C  0.878  4.645  2.593
O  0.684  5.825  2.429
C  -0.049  3.686  1.706
C  -0.208  2.361  2.077
C  -0.789  1.469  1.212
N  -1.573  1.887  0.215
C  -1.569  3.188  -0.142
C  -0.650  4.043  0.513
C  -2.371  3.626  -1.279
C  -2.523  5.017  -1.594
C  -3.471  5.340  -2.542
C  -4.248  4.352  -3.196
C  -3.871  3.001  -2.910
N  -3.004  2.692  -1.968
C  -0.842  -0.002  1.483
C  -0.258  -0.541  2.683
C  -0.462  -1.840  2.986
C  -1.205  -2.611  2.152
C  -1.642  -2.016  0.940
N  -1.520  -0.716  0.621
H  0.312  2.114  3.021
H  -0.471  5.057  0.318
H  -1.972  5.816  -1.102
H  -3.549  6.399  -2.638
H  -5.090  4.690  -3.847
H  -4.349  2.119  -3.400
H  0.365  0.146  3.342
H  0.050  -2.280  3.801
H  -1.308  -3.695  2.299
H  -2.179  -2.654  0.240
C  1.902  -0.893  -1.981
O  0.562  -0.645  -1.539
C  -0.087  0.327  -2.222
O  0.515  1.004  -3.062
H  2.595  -0.056  -1.878
H  1.941  -1.162  -3.058
H  2.156  -1.775  -1.427
C  4.335  -5.486  3.603
Si  4.003  -3.883  2.723
C  3.301  -2.678  4.045
C  2.602  -4.095  1.563
C  5.561  -3.178  1.916
Te  5.006  -1.363  0.653
C  5.878  0.195  1.892
Si  4.814  1.704  2.019
C  4.135  1.694  3.770
C  3.443  1.526  0.814
C  5.854  3.225  1.590
H  3.463  -5.863  4.108
H  5.255  -5.577  4.155
H  4.527  -6.125  2.740
H  2.389  -3.084  4.662
H  2.832  -1.712  3.613
H  4.032  -2.479  4.802
H  1.690  -4.505  1.968
H  2.836  -4.785  0.792
H  2.305  -3.179  1.042
H  6.130  -3.717  1.220
H  6.250  -2.808  2.672
H  6.889  0.337  1.651
H  5.927  -0.349  2.836
H  3.457  0.783  3.807
H  3.410  2.525  3.933
H  4.988  1.622  4.497
H  2.839  0.574  1.006
H  3.705  1.325  -0.232
H  2.673  2.275  0.841
H  6.604  3.368  2.424
H  5.310  4.180  1.417
H  6.498  3.108  0.749

* HOMO-LUMO gap: 6.85 eV
* multiplicity: 1

***

(2)
Formula: FNO5S
Source: the OMol25 dataset
Level of theory: ωB97M-V/def2-TZVPD

Element x y z (Å)
N  0.425  -1.273  0.660
O  -0.692  -0.521  -0.231
O  0.887  -2.104  0.012
O  -1.402  1.813  -0.012
O  0.930  1.102  0.190
O  0.374  -0.960  1.756
F  -0.179  0.952  -1.963
S  -0.343  0.991  -0.413

* HOMO-LUMO gap: 11.33 eV
* structure (SMILES): O=[N+]([O-])OS(=O)(=O)F
* multiplicity: 1

***

(3)
Formula: C19H17CoN4O8S
Source: the OMol25 dataset
Level of theory: ωB97M-V/def2-TZVPD

Element x y z (Å)
Co  -0.085  -0.013  -0.070
C  1.048  -5.142  -3.322
C  -0.295  -5.070  -2.609
N  -0.855  -3.718  -2.532
C  -1.890  -3.369  -3.506
C  -1.337  -2.809  -4.809
C  -0.376  -2.833  -1.631
S  -1.031  -1.243  -1.679
N  0.567  -3.350  -0.827
C  1.154  -2.634  0.138
O  0.979  -1.451  0.475
C  2.204  -3.367  0.952
C  2.869  -2.673  1.952
C  3.837  -3.314  2.715
C  4.137  -4.649  2.478
C  3.471  -5.343  1.477
C  2.504  -4.700  0.715
H  1.395  -6.177  -3.364
H  1.788  -4.551  -2.783
H  0.979  -4.764  -4.343
H  -0.188  -5.455  -1.597
H  -1.033  -5.683  -3.128
H  -2.558  -2.642  -3.051
H  -2.468  -4.275  -3.693
H  -0.770  -1.898  -4.615
H  -2.157  -2.563  -5.487
H  -0.686  -3.528  -5.309
H  2.618  -1.633  2.119
H  4.354  -2.768  3.495
H  4.891  -5.149  3.074
H  3.702  -6.384  1.291
H  1.973  -5.221  -0.071
O  1.272  2.713  2.569
C  0.633  2.216  1.654
O  0.765  0.985  1.278
C  -0.365  3.088  0.923
C  -0.489  4.401  1.332
C  -1.382  5.262  0.714
C  -2.183  4.837  -0.336
C  -2.051  3.544  -0.736
C  -1.163  2.603  -0.154
O  -1.154  1.416  -0.628
N  -2.883  3.058  -1.858
O  -2.382  3.045  -2.964
O  -4.002  2.659  -1.598
N  -1.497  6.647  1.162
O  -2.286  7.376  0.578
O  -0.802  7.009  2.094
H  0.130  4.740  2.150
H  -2.878  5.514  -0.811

* HOMO-LUMO gap (spin up / spin down): 7.99 / 7.87 eV
* <S²>: 0.801
* net charge: -1
* multiplicity: 2

***

Max |F| in eV Å⁻¹, matching the order above: 4.0, 2.2, 0.6
ΔE to the lowest compared entry with this formula, charge and spin in eV, matching the order above: 0.980, 0.000, 0.000